Computed, not measured: 10 unconnected molecules or ions with the total composition C75H185N20O10P5 in a non-equilibrium geometry, with ωB97M-V/def2-TZVPD.

Properties
LUMO energy: 0.35 eV
F_max: 3.594 eV/A
total energy: -6522.82122 Ha
SMILES: CN(C)P(=O)(N(C)C)N(C)C.CN(C)P(=O)(N(C)C)N(C)C.CN(C)P(=O)(N(C)C)N(C)C.CN(C)P(=O)(N(C)C)N(C)C.CN(C)P(=O)(N(C)C)N(C)C.CC1(C)CCCC(C)(C)N1O.CC1(C)CCCC(C)(C)N1O.CC1(C)CCCC(C)(C)N1O.CC1(C)CCCC(C)(C)N1O.CC1(C)CCCC(C)(C)N1O
HOMO-LUMO gap: 8.3 eV

Each line ends with the Löwdin charge.
Positions of all 295 atoms, in Å:
C: 1.81 0.28 -0.10  0.006
C: 0.59 -0.65 0.27  -0.456
C: 0.28 -0.62 1.79  -0.126
C: -0.49 0.65 2.11  -0.168
C: -1.78 0.86 1.31  -0.130
C: -1.39 0.92 -0.17  -0.503
N: -0.62 -0.28 -0.46  -0.072
O: -0.20 -0.26 -1.85  -0.024
C: -2.76 0.74 -0.89  -0.018
C: -0.88 2.30 -0.54  -0.020
C: 0.91 -2.11 -0.11  -0.005
H: 1.53 1.33 -0.30  0.059
H: 2.21 0.00 -1.05  0.041
H: 2.63 0.28 0.63  0.070
H: -0.25 -1.52 2.12  0.103
H: 1.18 -0.53 2.35  0.092
H: 0.12 1.54 2.02  0.100
H: -0.80 0.50 3.19  0.128
H: -2.30 1.76 1.60  0.094
H: -2.51 0.08 1.53  0.102
H: -2.95 -0.32 -0.95  0.062
H: -3.54 1.30 -0.40  0.055
H: -2.77 1.20 -1.89  0.082
H: -0.08 2.66 0.13  0.067
H: -0.47 2.28 -1.54  0.084
H: -1.73 2.96 -0.46  0.082
H: 1.49 -2.28 -1.03  0.073
H: -0.07 -2.61 -0.12  0.060
H: 1.46 -2.61 0.68  0.058
H: -0.83 -0.88 -2.27  0.064
C: 5.80 6.52 -0.22  -0.029
C: 5.87 5.70 -1.54  -0.514
C: 6.63 4.38 -1.19  -0.138
C: 5.81 3.31 -0.54  -0.180
C: 4.52 3.11 -1.36  -0.133
C: 3.68 4.33 -1.68  -0.518
N: 4.64 5.32 -2.22  -0.033
O: 3.92 6.61 -2.39  -0.033
C: 2.62 3.83 -2.67  -0.033
C: 2.88 4.84 -0.47  -0.020
C: 6.60 6.59 -2.52  -0.046
H: 5.09 7.37 -0.27  0.096
H: 6.84 6.83 -0.06  0.081
H: 5.57 5.84 0.56  0.050
H: 7.06 3.96 -2.09  0.121
H: 7.42 4.60 -0.46  0.123
H: 5.54 3.50 0.49  0.102
H: 6.47 2.44 -0.49  0.086
H: 3.90 2.35 -0.88  0.101
H: 4.81 2.71 -2.38  0.135
H: 1.74 4.46 -2.66  0.074
H: 2.98 3.78 -3.72  0.098
H: 2.31 2.82 -2.36  0.074
H: 2.17 4.10 -0.19  0.061
H: 3.56 5.19 0.34  0.084
H: 2.35 5.75 -0.69  0.071
H: 6.82 6.10 -3.45  0.084
H: 7.57 6.72 -2.05  0.073
H: 6.20 7.56 -2.74  0.077
H: 3.58 6.56 -3.27  0.081
C: 4.33 -6.35 2.53  -0.017
C: 3.04 -5.71 3.19  -0.498
C: 2.36 -6.69 4.08  -0.149
C: 1.31 -5.97 4.96  -0.169
C: 2.04 -5.01 5.92  -0.134
C: 2.78 -3.95 5.12  -0.554
N: 3.50 -4.55 4.05  -0.083
O: 4.04 -3.61 3.18  -0.066
C: 1.64 -2.99 4.68  -0.037
C: 3.73 -3.18 6.02  -0.025
C: 2.13 -5.30 2.06  -0.028
H: 4.10 -7.22 1.87  0.095
H: 5.17 -6.66 3.20  0.094
H: 4.76 -5.53 2.01  0.041
H: 1.89 -7.55 3.51  0.142
H: 3.17 -7.11 4.72  0.132
H: 0.74 -6.75 5.45  0.109
H: 0.61 -5.45 4.33  0.076
H: 2.74 -5.52 6.59  0.126
H: 1.26 -4.52 6.54  0.125
H: 1.88 -2.05 4.14  0.071
H: 0.79 -3.47 4.11  0.059
H: 1.25 -2.61 5.67  0.099
H: 3.18 -2.72 6.92  0.123
H: 4.57 -3.78 6.27  0.077
H: 4.19 -2.42 5.38  0.057
H: 2.68 -4.55 1.56  0.046
H: 1.15 -4.89 2.34  0.080
H: 2.00 -6.12 1.36  0.097
H: 3.31 -3.17 2.65  0.108
C: 0.54 8.45 5.23  -0.030
C: -0.46 7.44 4.69  -0.536
C: -0.08 7.02 3.28  -0.123
C: -0.86 5.79 2.81  -0.187
C: -0.72 4.66 3.77  -0.188
C: -1.09 4.95 5.20  -0.522
N: -0.39 6.22 5.53  -0.064
O: -0.72 6.61 6.87  -0.040
C: -2.60 4.83 5.31  -0.030
C: -0.48 3.81 6.02  -0.037
C: -1.89 8.03 4.70  -0.011
H: 1.51 8.04 5.62  0.109
H: 0.05 9.05 5.96  0.063
H: 0.81 9.21 4.47  0.089
H: -0.19 7.95 2.77  0.114
H: 0.93 6.67 3.41  0.122
H: -0.63 5.44 1.78  0.118
H: -1.92 6.01 2.61  0.107
H: 0.36 4.33 3.74  0.141
H: -1.24 3.78 3.37  0.116
H: -2.92 5.41 6.17  0.084
H: -3.16 5.17 4.43  0.075
H: -2.90 3.83 5.46  0.070
H: -0.59 2.87 5.46  0.079
H: 0.64 3.94 6.00  0.101
H: -0.78 3.70 7.05  0.077
H: -2.17 8.27 5.74  0.077
H: -2.58 7.30 4.30  0.066
H: -1.94 8.94 4.10  0.096
H: -1.47 7.23 6.85  0.068
C: -3.90 -3.00 5.66  -0.001
C: -3.40 -3.49 4.26  -0.521
C: -3.47 -5.00 4.16  -0.131
C: -4.96 -5.49 4.25  -0.161
C: -5.76 -4.89 3.11  -0.137
C: -5.64 -3.34 3.02  -0.501
N: -4.18 -3.04 3.08  -0.041
O: -4.00 -1.58 3.07  -0.047
C: -6.08 -2.83 1.65  -0.044
C: -6.53 -2.69 4.09  -0.030
C: -1.96 -3.09 4.10  -0.056
H: -3.79 -1.96 5.69  0.065
H: -3.35 -3.49 6.45  0.091
H: -4.95 -3.18 5.84  0.046
H: -2.99 -5.33 3.22  0.126
H: -2.94 -5.46 5.00  0.117
H: -5.47 -5.28 5.20  0.105
H: -5.02 -6.59 4.16  0.113
H: -6.82 -5.11 3.17  0.125
H: -5.40 -5.23 2.14  0.109
H: -7.09 -3.15 1.45  0.090
H: -6.05 -1.74 1.55  0.053
H: -5.45 -3.25 0.86  0.062
H: -7.51 -2.43 3.62  0.102
H: -6.67 -3.32 4.97  0.075
H: -6.16 -1.74 4.33  0.054
H: -1.56 -3.18 3.05  0.096
H: -1.33 -3.80 4.68  0.079
H: -1.73 -2.14 4.53  0.076
H: -3.28 -1.44 2.44  0.061
O: -5.19 1.75 -8.37  -0.271
P: -5.00 2.27 -7.02  0.500
N: -4.85 3.94 -6.90  -0.282
C: -3.70 4.51 -7.71  -0.083
C: -6.09 4.71 -7.05  -0.135
N: -3.48 1.73 -6.36  -0.293
C: -3.01 2.19 -5.14  -0.175
C: -2.91 0.49 -6.92  -0.110
N: -6.18 1.93 -5.93  -0.302
C: -7.17 0.87 -6.29  -0.096
C: -6.13 2.25 -4.44  -0.068
H: -2.85 3.84 -7.64  0.066
H: -3.52 5.46 -7.23  0.073
H: -3.88 4.75 -8.76  0.074
H: -6.17 5.70 -6.55  0.080
H: -6.91 4.16 -6.57  0.069
H: -6.33 4.97 -8.10  0.083
H: -2.98 1.44 -4.35  0.050
H: -1.96 2.57 -5.22  0.099
H: -3.58 3.01 -4.72  0.066
H: -2.85 0.50 -8.03  0.084
H: -1.88 0.35 -6.58  0.077
H: -3.39 -0.46 -6.68  0.059
H: -7.01 0.64 -7.32  0.048
H: -7.09 -0.11 -5.74  0.094
H: -8.13 1.39 -6.21  0.083
H: -7.15 2.24 -4.05  0.068
H: -5.67 3.24 -4.32  0.071
H: -5.50 1.51 -3.98  0.060
O: 6.89 -0.88 -0.47  -0.321
P: 7.51 -0.98 0.91  0.619
N: 8.25 -2.47 1.39  -0.294
C: 9.51 -2.92 0.84  -0.144
C: 7.29 -3.60 1.65  -0.100
N: 6.34 -0.84 2.15  -0.309
C: 5.11 -0.10 1.88  -0.107
C: 6.65 -1.06 3.55  -0.114
N: 8.76 0.12 1.06  -0.292
C: 8.80 1.25 0.13  -0.104
C: 9.65 0.32 2.19  -0.113
H: 10.04 -2.06 0.35  0.087
H: 9.37 -3.63 0.01  0.074
H: 10.25 -3.39 1.51  0.083
H: 6.30 -3.17 1.90  0.054
H: 7.59 -4.10 2.56  0.078
H: 7.23 -4.30 0.78  0.087
H: 4.28 -0.59 2.42  0.078
H: 5.14 0.92 2.21  0.071
H: 4.95 -0.07 0.81  0.057
H: 5.97 -1.82 3.88  0.050
H: 7.70 -1.37 3.74  0.076
H: 6.47 -0.16 4.18  0.093
H: 9.73 1.34 -0.39  0.081
H: 8.11 1.13 -0.65  0.036
H: 8.65 2.15 0.71  0.078
H: 10.69 0.44 2.03  0.068
H: 9.50 -0.48 2.92  0.058
H: 9.33 1.21 2.83  0.102
O: -3.51 -4.44 -4.37  -0.313
P: -2.41 -4.06 -3.41  0.512
N: -1.57 -2.58 -3.61  -0.271
C: -0.62 -2.58 -4.76  -0.096
C: -2.62 -1.54 -3.93  -0.120
N: -1.26 -5.19 -3.51  -0.324
C: -0.28 -5.39 -2.45  -0.072
C: -1.08 -5.84 -4.82  -0.095
N: -3.02 -4.09 -1.85  -0.282
C: -2.58 -3.35 -0.68  -0.129
C: -4.40 -4.67 -1.64  -0.074
H: -0.27 -1.48 -4.77  0.109
H: -1.20 -2.84 -5.64  0.085
H: 0.32 -3.09 -4.66  0.042
H: -2.91 -1.57 -4.99  0.059
H: -2.21 -0.56 -3.77  0.044
H: -3.55 -1.72 -3.33  0.097
H: -0.05 -6.44 -2.51  0.073
H: 0.60 -4.76 -2.65  0.077
H: -0.71 -5.16 -1.48  0.062
H: -0.22 -5.41 -5.35  0.076
H: -1.06 -6.95 -4.69  0.096
H: -2.03 -5.57 -5.26  0.055
H: -2.42 -4.00 0.20  0.084
H: -1.70 -2.85 -1.04  0.032
H: -3.34 -2.62 -0.36  0.071
H: -4.39 -5.25 -0.69  0.079
H: -4.64 -5.30 -2.52  0.080
H: -5.08 -3.87 -1.51  0.050
O: 2.60 -3.06 -3.76  -0.327
P: 4.06 -2.77 -3.97  0.542
N: 4.15 -1.11 -4.18  -0.312
C: 5.46 -0.41 -4.15  -0.072
C: 2.95 -0.36 -3.90  -0.109
N: 4.94 -3.40 -5.23  -0.317
C: 5.26 -4.85 -5.16  -0.072
C: 4.98 -2.77 -6.52  -0.114
N: 4.96 -3.32 -2.68  -0.308
C: 4.34 -3.65 -1.38  -0.086
C: 6.45 -3.41 -2.62  -0.108
H: 5.61 -0.01 -3.17  0.065
H: 5.24 0.45 -4.77  0.079
H: 6.24 -1.09 -4.47  0.073
H: 2.03 -1.00 -3.71  0.084
H: 2.79 0.44 -4.59  0.071
H: 3.18 0.14 -2.97  0.050
H: 6.23 -4.88 -5.59  0.073
H: 5.16 -5.06 -4.10  0.060
H: 4.44 -5.43 -5.66  0.097
H: 4.08 -2.98 -7.02  0.065
H: 4.91 -1.71 -6.39  0.057
H: 5.82 -3.01 -7.18  0.097
H: 4.51 -4.70 -1.10  0.079
H: 4.86 -3.02 -0.64  0.069
H: 3.25 -3.45 -1.52  0.057
H: 6.83 -3.07 -3.61  0.068
H: 6.76 -4.50 -2.47  0.098
H: 6.85 -2.67 -1.92  0.048
O: -5.86 3.06 -1.29  -0.329
P: -6.89 2.37 -0.40  0.557
N: -7.49 0.89 -0.98  -0.304
C: -6.49 -0.20 -1.20  -0.094
C: -8.56 0.68 -1.86  -0.141
N: -8.30 3.32 -0.16  -0.300
C: -8.63 4.42 -1.05  -0.120
C: -9.34 2.96 0.80  -0.117
N: -6.14 1.89 0.94  -0.272
C: -6.70 1.00 1.96  -0.128
C: -5.07 2.88 1.49  -0.025
H: -6.89 -1.23 -0.89  0.099
H: -5.56 0.01 -0.65  0.063
H: -6.27 -0.26 -2.27  0.067
H: -9.03 -0.26 -1.59  0.088
H: -8.28 0.62 -2.90  0.058
H: -9.22 1.56 -1.77  0.088
H: -7.73 4.76 -1.56  0.070
H: -9.43 4.23 -1.70  0.057
H: -8.84 5.35 -0.47  0.093
H: -9.33 3.44 1.77  0.074
H: -10.30 3.19 0.34  0.082
H: -9.30 1.91 1.06  0.061
H: -5.95 0.36 2.42  0.067
H: -7.32 1.35 2.80  0.082
H: -7.43 0.31 1.49  0.074
H: -4.36 2.24 1.94  0.040
H: -5.57 3.48 2.24  0.084
H: -4.64 3.36 0.63  0.056